i:
This record from the Open Molecules 2025 dataset describes an isolated molecule of C3H5ClN2S. The level of theory is ωB97M-V/def2-TZVPD.

Last column: Löwdin charge in e.
Cartesian coordinates (Å):
C  -1.486  -0.797  1.501  -0.347
C  0.456  0.501  -0.484  -0.739
C  1.878  0.267  -0.854  -0.060
N  -0.381  -0.184  -1.139  -0.099
N  -1.734  -0.236  -1.110  -0.434
S  -2.524  -0.561  0.194  0.928
Cl  -0.104  1.650  0.754  0.660
H  -2.109  -0.879  2.329  -0.028
H  -0.513  -0.555  1.343  -0.096
H  2.372  1.121  -1.366  0.103
H  1.811  -0.611  -1.313  0.029
H  2.334  0.285  0.145  0.082

LUMO (spin up / spin down)   -0.00618 / -0.00613 hartree
Gap between HOMO and LUMO (spin up / spin down)   0.29524 / 0.29529 Ha
HOMO (spin up / spin down)   -8.202 / -8.202 eV


ii:
This record from the Open Molecules 2025 dataset describes an isolated molecule of C3H5ClN2S. The level of theory is ωB97M-V/def2-TZVPD.

Last column: Löwdin charge in e.
Cartesian coordinates (Å):
C  -0.683  0.029  -2.404  -0.594
C  0.523  -0.634  -0.477  -0.615
C  0.490  0.166  0.825  -0.050
N  -0.638  -0.241  -1.159  -0.010
N  1.740  -0.180  -1.062  -0.486
S  0.591  -0.177  -3.616  0.679
Cl  2.998  -1.175  -0.868  0.689
H  -1.552  0.280  -2.962  0.037
H  0.565  -1.797  -0.302  0.162
H  -0.527  0.097  1.317  0.116
H  0.759  1.117  0.659  0.040
H  1.169  -0.290  1.429  0.033

LUMO (spin up / spin down)   -0.04131 / -0.07977 hartree
Gap between HOMO and LUMO (spin up / spin down)   0.30546 / 0.25451 Ha
HOMO (spin up / spin down)   -9.436 / -9.096 eV


Which one sits at the bottom of the stability order? ii does.


i:
This record from the Open Molecules 2025 dataset describes an isolated molecule of C3H6. The level of theory is ωB97M-V/def2-TZVPD.

Last column: Löwdin charge in e.
Cartesian coordinates (Å):
C  1.240  -0.152  0.003  -0.124
C  -0.153  0.501  0.009  -0.217
C  -1.279  -0.251  -0.017  -0.023
H  1.399  -0.679  0.918  0.051
H  1.382  -0.935  -0.781  0.079
H  2.060  0.582  -0.161  0.070
H  -0.267  1.576  0.017  0.078
H  -1.177  -1.323  0.063  0.051
H  -2.249  0.192  -0.026  0.035

SMILES   C=CC
LUMO   0.04902 hartree
Gap between HOMO and LUMO   0.39896 Ha
HOMO   -9.523 eV


ii:
This record from the Open Molecules 2025 dataset describes an isolated molecule of C3H6. The level of theory is ωB97M-V/def2-TZVPD.

Last column: Löwdin charge in e.
Cartesian coordinates (Å):
C  -0.776  0.298  -0.170  -0.205
C  0.571  -0.019  -0.641  -0.195
C  0.215  -0.292  0.788  -0.180
H  -1.634  -0.343  -0.384  0.098
H  -1.031  1.362  -0.128  0.098
H  1.237  0.811  -0.789  0.093
H  0.703  -0.862  -1.314  0.097
H  -0.007  -1.271  1.189  0.087
H  0.669  0.386  1.560  0.107

SMILES   C1CC1
LUMO   0.05293 hartree
Gap between HOMO and LUMO   0.43969 Ha
HOMO   -10.524 eV


Which one sits at the bottom of the stability order? ii does.


i:
This record from the Open Molecules 2025 dataset describes a structure of composition C6H12O4. The level of theory is ωB97M-V/def2-TZVPD.

Last column: Löwdin charge in e.
Cartesian coordinates (Å):
C  -1.255  -0.628  0.858  -0.348
C  -1.645  -1.653  -0.192  -0.019
C  0.191  -0.109  0.677  -0.559
O  0.444  1.018  1.472  0.059
O  -1.317  -1.157  2.183  -0.012
O  1.068  -1.075  0.756  -0.025
H  0.142  0.806  2.365  0.117
H  -0.649  -1.857  2.233  0.104
H  -1.945  0.217  0.864  0.144
H  -2.638  -2.044  0.029  0.086
H  -1.652  -1.209  -1.188  0.081
H  -0.925  -2.471  -0.194  0.090
C  -0.519  1.650  -1.093  -0.042
C  1.962  0.857  -1.242  -0.015
C  2.828  0.129  -0.652  0.009
O  0.335  0.533  -0.802  -0.189
H  1.799  1.667  -1.931  0.089
H  -0.305  1.976  -2.112  0.095
H  -0.346  2.457  -0.382  0.105
H  -1.555  1.318  -1.061  0.094
H  2.092  -0.678  0.209  0.078
H  3.891  0.251  -0.797  0.058

LUMO   0.02746 hartree
Gap between HOMO and LUMO   0.34933 Ha
HOMO   -8.759 eV


ii:
This record from the Open Molecules 2025 dataset describes a structure of composition C6H12O4. The level of theory is ωB97M-V/def2-TZVPD.

Last column: Löwdin charge in e.
Cartesian coordinates (Å):
C  2.832  0.500  2.398  0.001
C  1.786  0.965  1.428  -0.342
O  0.997  1.848  1.685  0.100
H  3.079  1.296  3.105  0.095
H  2.492  -0.399  2.927  0.095
H  3.737  0.229  1.833  0.090
O  0.655  -0.942  0.633  -0.177
C  -0.743  -0.938  0.419  -0.232
C  -1.104  -0.963  -1.050  -0.323
C  -2.584  -0.718  -1.383  -0.086
C  -2.070  0.552  -2.075  -0.167
O  -0.707  0.246  -1.727  -0.101
H  -1.162  -1.836  0.898  0.129
H  -1.188  -0.047  0.893  0.129
H  -0.644  -1.842  -1.528  0.152
H  -3.042  -1.460  -2.045  0.109
H  -3.229  -0.550  -0.512  0.112
H  -2.213  0.592  -3.164  0.115
H  -2.397  1.504  -1.631  0.117
O  2.347  0.882  -0.173  -0.110
H  1.321  -0.465  -0.276  0.226
H  1.837  1.547  -0.654  0.066

LUMO   0.02808 hartree
Gap between HOMO and LUMO   0.38351 Ha
HOMO   -9.672 eV


Which one sits at the bottom of the stability order? i does.


i:
This record from the Open Molecules 2025 dataset describes a cluster of 2 separate species, C6H12O4 in total. The level of theory is ωB97M-V/def2-TZVPD.

Last column: Löwdin charge in e.
Cartesian coordinates (Å):
O  -5.987  1.596  -11.713  -0.080
O  -7.834  2.269  -12.729  -0.074
C  -6.757  2.716  -12.054  -0.281
C  -6.666  0.500  -12.282  -0.189
C  -8.064  1.003  -12.223  -0.199
H  -6.179  3.473  -12.618  0.143
H  -7.186  3.214  -11.163  0.135
H  -6.440  -0.354  -11.614  0.133
H  -6.336  0.226  -13.302  0.135
H  -8.489  1.105  -11.206  0.138
H  -8.732  0.338  -12.803  0.140
O  -2.752  -4.652  -11.909  -0.096
O  -3.745  -2.885  -12.874  -0.074
C  -3.974  -4.155  -12.444  -0.267
C  -1.991  -3.540  -11.510  -0.186
C  -2.920  -2.373  -11.827  -0.168
H  -4.756  -4.130  -11.662  0.131
H  -4.344  -4.793  -13.270  0.144
H  -1.081  -3.467  -12.136  0.123
H  -1.667  -3.724  -10.467  0.130
H  -2.281  -1.506  -12.082  0.134
H  -3.539  -2.089  -10.954  0.126

SMILES   C1COCO1.C1COCO1
LUMO   0.03029 hartree
Gap between HOMO and LUMO   0.38716 Ha
HOMO   -9.711 eV


ii:
This record from the Open Molecules 2025 dataset describes a structure of composition C6H12O4. The level of theory is ωB97M-V/def2-TZVPD.

Last column: Löwdin charge in e.
Cartesian coordinates (Å):
C  0.989  0.880  -0.360  -0.497
C  0.745  -0.302  -1.079  0.013
C  -0.007  -2.138  1.229  -0.094
C  -0.138  -0.381  -2.262  -0.027
C  -1.590  1.122  0.786  0.018
C  -0.295  0.387  1.026  -0.493
O  -0.548  -1.067  0.464  -0.205
O  0.589  2.059  -0.981  0.051
O  2.174  0.963  0.334  0.047
O  0.330  0.478  2.087  0.016
H  0.805  2.783  -0.381  0.120
H  1.910  0.907  1.283  0.097
H  1.421  -1.126  -0.888  0.143
H  0.498  -2.830  0.548  0.082
H  0.707  -1.778  1.973  0.088
H  -0.811  -2.675  1.738  0.085
H  0.467  -0.115  -3.138  0.109
H  -0.530  -1.387  -2.403  0.091
H  -0.954  0.337  -2.206  0.085
H  -2.372  0.598  1.340  0.100
H  -1.520  2.145  1.154  0.094
H  -1.869  1.141  -0.264  0.076

LUMO   -0.00687 hartree
Gap between HOMO and LUMO   0.29505 Ha
HOMO   -8.216 eV


iii:
This record from the Open Molecules 2025 dataset describes a cluster of 2 separate species, C6H12O4 in total. The level of theory is ωB97M-V/def2-TZVPD.

Last column: Löwdin charge in e.
Cartesian coordinates (Å):
O  2.292  -0.670  2.186  -0.002
C  1.021  -0.079  2.247  -0.337
C  0.995  1.336  2.854  -0.110
C  -0.287  1.994  2.307  -0.083
C  -0.762  1.063  1.183  -0.247
C  -2.139  1.110  0.688  -0.252
O  -1.383  1.707  -0.243  -0.034
C  0.377  0.102  0.864  -0.286
O  1.351  0.683  0.027  0.005
H  2.766  -0.245  1.461  0.093
H  0.385  -0.751  2.842  0.162
H  1.025  1.305  3.950  0.118
H  1.888  1.879  2.514  0.123
H  -1.058  2.103  3.080  0.120
H  -0.089  2.994  1.898  0.134
H  -1.939  0.005  1.348  0.220
H  -2.870  1.740  1.216  0.118
H  0.010  -0.844  0.439  0.169
H  1.060  0.582  -0.896  0.064
O  -0.134  0.376  -2.295  -0.053
H  -0.760  0.875  -1.738  0.020
H  0.020  0.923  -3.071  0.058

SMILES   O[C@H]1CC[C@]2(CO2)[C@H]1O.O
LUMO   0.02151 hartree
Gap between HOMO and LUMO   0.34099 Ha
HOMO   -8.694 eV


iv:
This record from the Open Molecules 2025 dataset describes a cluster of 2 separate species, C6H12O4 in total. The level of theory is ωB97M-V/def2-TZVPD.

Last column: Löwdin charge in e.
Cartesian coordinates (Å):
C  1.667  -4.638  3.130  -0.012
C  0.940  -3.586  2.318  -0.486
C  1.899  -2.732  1.514  -0.008
O  -0.029  -4.238  1.423  -0.051
C  -1.201  -3.733  2.354  -0.268
O  -2.160  -4.365  2.698  0.172
C  -0.200  -2.770  3.019  -0.418
C  -0.213  -2.770  4.532  0.012
O  -0.345  -1.473  2.492  0.003
H  0.972  -5.323  3.629  0.095
H  2.336  -5.211  2.475  0.096
H  2.289  -4.156  3.897  0.095
H  2.562  -3.379  0.925  0.094
H  1.371  -2.097  0.794  0.088
H  2.506  -2.123  2.197  0.100
H  -0.240  -3.785  4.942  0.097
H  0.678  -2.245  4.901  0.104
H  -1.131  -2.282  4.889  0.101
H  -0.813  -0.910  3.116  0.120
O  -1.808  -2.429  0.421  -0.130
H  -0.897  -3.089  0.112  0.192
H  -1.402  -1.718  0.946  0.005

SMILES   CC1(C)OC(=O)[C@]1(C)O.O
LUMO   0.01502 hartree
Gap between HOMO and LUMO   0.39480 Ha
HOMO   -10.334 eV


Which one sits at the bottom of the stability order? iii does.